{
  "formula": "C23H27F6MnN3O3P2Si",
  "method": "the ωB97M-V functional and the def2-TZVPD basis",
  "species": ["Mn", "O", "N", "O", "C", "C", "C", "C", "C", "C", "N", "C", "C", "N", "C", "C", "C", "C", "H", "H", "H", "H", "H", "H", "H", "F", "P", "F", "F", "F", "F", "F", "C", "Si", "C", "C", "C", "C", "C", "C", "C", "H", "H", "H", "H", "H", "H", "H", "H", "H", "H", "H", "C", "P", "C", "C", "O", "H", "H", "H", "H", "H", "H", "H", "H", "H"],
  "xyz": [[0.593, 0.399, -0.188], [5.169, 6.412, 0.079], [4.172, 6.119, -0.538], [3.535, 6.851, -1.270], [3.745, 4.701, -0.470], [4.732, 3.796, -0.320], [4.429, 2.396, -0.317], [5.422, 1.407, -0.207], [5.056, 0.084, -0.224], [3.701, -0.235, -0.338], [2.746, 0.673, -0.441], [3.101, 1.982, -0.437], [2.046, 2.967, -0.571], [0.775, 2.499, -0.678], [-0.213, 3.373, -0.787], [-0.009, 4.752, -0.785], [1.270, 5.240, -0.682], [2.350, 4.338, -0.591], [5.754, 4.133, -0.217], [6.461, 1.695, -0.113], [5.790, -0.704, -0.145], [3.383, -1.270, -0.342], [-1.213, 2.969, -0.877], [-0.853, 5.419, -0.867], [1.448, 6.302, -0.681], [-1.282, -0.545, 1.157], [-0.358, 0.030, 2.667], [0.485, 0.611, 3.830], [-1.747, 0.450, 3.243], [-0.483, -1.436, 3.187], [-0.281, 1.406, 1.766], [0.995, -0.431, 1.812], [-3.654, 1.232, 1.370], [-2.944, -0.184, 0.437], [-2.457, 0.276, -1.298], [-3.640, -1.849, 0.729], [-4.218, -2.588, -0.313], [-4.813, -3.816, -0.061], [-4.827, -4.320, 1.230], [-4.263, -3.603, 2.276], [-3.684, -2.370, 2.031], [-4.533, 1.541, 0.798], [-2.979, 2.086, 1.431], [-3.987, 0.964, 2.373], [-3.152, 1.038, -1.653], [-2.511, -0.591, -1.959], [-1.446, 0.673, -1.455], [-4.235, -2.201, -1.324], [-5.278, -4.371, -0.864], [-5.292, -5.276, 1.427], [-4.285, -4.002, 3.280], [-3.255, -1.812, 2.859], [-0.817, -3.465, -2.412], [0.320, -2.839, -1.183], [1.955, -3.430, -1.630], [-0.111, -3.560, 0.399], [0.263, -1.307, -1.154], [-0.780, -4.553, -2.433], [-0.550, -3.084, -3.397], [-1.831, -3.158, -2.164], [1.897, -4.457, -1.988], [2.623, -3.415, -0.770], [2.366, -2.807, -2.425], [0.040, -4.638, 0.368], [-1.157, -3.356, 0.633], [0.514, -3.140, 1.188]],
  "mulliken_spin": [4.748, 0.000, 0.000, 0.000, -0.003, -0.001, 0.001, 0.006, 0.002, 0.009, 0.066, -0.045, -0.016, 0.102, 0.005, 0.000, 0.009, -0.001, 0.000, 0.000, -0.001, -0.003, -0.010, -0.001, 0.000, -0.058, 0.002, 0.001, 0.000, 0.000, 0.018, 0.019, -0.003, 0.006, 0.026, 0.002, 0.000, 0.000, 0.000, 0.000, 0.001, 0.000, 0.000, 0.000, 0.002, 0.002, -0.005, 0.000, 0.000, 0.000, 0.000, 0.000, 0.004, 0.015, 0.000, 0.004, 0.094, 0.000, 0.000, -0.001, 0.000, 0.001, 0.000, 0.000, 0.000, 0.000],
  "spin_multiplicity": 6,
  "lumo_ev": [-6.18, -6.34],
  "largest_force_ev_per_a": 1.7,
  "orbital_gap_ha": [0.314, 0.308],
  "s2": 8.75,
  "total_charge": 2
}


{
  "formula": "C2H7NO2S",
  "method": "the ωB97M-V functional and the def2-TZVPD basis",
  "species": ["C", "C", "O", "S", "N", "O", "H", "H", "H", "H", "H", "H", "H"],
  "xyz": [[-1.675, -0.144, -0.493], [-0.879, 0.922, 0.174], [0.749, 0.943, -0.247], [1.746, -0.113, 0.236], [1.186, -1.524, -0.023], [3.075, 0.288, -0.116], [-1.015, -0.911, -0.526], [-2.687, -0.182, 0.032], [-1.952, 0.076, -1.538], [-0.719, 0.818, 1.291], [-1.218, 1.890, 0.040], [1.730, 0.139, 1.701], [1.660, -2.203, -0.531]],
  "nbo_charge": [-0.674, 0.012, -0.790, 2.119, -1.216, -0.925, 0.265, 0.237, 0.219, 0.195, 0.198, -0.038, 0.400],
  "smiles": "CCO[S@@H](=N)=O",
  "spin_multiplicity": 1,
  "lumo_ev": 0.68,
  "largest_force_ev_per_a": 3.9,
  "orbital_gap_ha": 0.383
}


{
  "formula": "C31H36IMoN5O2S2Si2",
  "method": "the ωB97M-V functional and the def2-TZVPD basis",
  "species": ["Mo", "C", "Si", "C", "C", "N", "C", "C", "C", "C", "C", "C", "N", "Si", "C", "C", "C", "H", "H", "H", "H", "H", "H", "H", "H", "H", "H", "H", "H", "H", "H", "H", "H", "H", "H", "H", "H", "H", "H", "S", "C", "S", "C", "C", "N", "C", "N", "C", "C", "C", "C", "C", "C", "N", "C", "C", "C", "C", "C", "C", "C", "O", "O", "C", "C", "H", "H", "H", "H", "H", "H", "H", "H", "H", "H", "H", "H", "H", "H", "I"],
  "xyz": [[0.110, 0.387, 0.161], [-3.405, 1.154, 2.977], [-1.599, 0.939, 2.576], [0.978, -1.262, 4.306], [-0.579, 1.651, 3.958], [-1.010, 1.713, 1.085], [-1.643, 2.684, 0.390], [-2.380, 3.743, 0.946], [-3.047, 4.596, 0.108], [-3.017, 4.381, -1.279], [-2.292, 3.356, -1.830], [-1.560, 2.482, -0.997], [-0.817, 1.379, -1.343], [-0.515, 0.996, -3.121], [1.271, 0.581, -3.458], [-1.736, -0.353, -3.513], [-0.771, 2.443, -4.295], [-3.565, 0.742, 3.974], [-4.038, 0.618, 2.275], [-3.719, 2.195, 3.002], [1.236, -2.014, 5.049], [1.262, -0.283, 4.682], [-0.101, -1.275, 4.159], [-0.804, 1.205, 4.924], [-0.847, 2.708, 4.014], [0.489, 1.585, 3.757], [-2.393, 3.889, 2.017], [-3.605, 5.429, 0.512], [-3.579, 5.036, -1.930], [-2.320, 3.218, -2.894], [1.747, -0.190, -2.871], [1.868, 1.490, -3.360], [1.319, 0.272, -4.504], [-1.545, -1.267, -2.949], [-1.700, -0.588, -4.577], [-2.746, -0.014, -3.280], [-0.388, 3.387, -3.912], [-1.795, 2.588, -4.627], [-0.182, 2.191, -5.178], [1.920, -0.192, 1.856], [1.674, -1.508, 3.006], [-1.258, -0.966, 1.688], [2.335, -2.677, 2.826], [2.278, -3.721, 3.804], [2.231, -4.562, 4.584], [3.229, -2.936, 1.742], [4.015, -3.193, 0.945], [-2.832, -7.479, -1.181], [-1.660, -6.631, -0.768], [-1.521, -6.269, 0.566], [-0.454, -5.487, 0.979], [0.489, -5.068, 0.062], [0.351, -5.413, -1.276], [1.303, -5.020, -2.235], [2.228, -4.007, -2.136], [3.532, -4.253, -2.589], [4.506, -3.283, -2.528], [4.236, -2.034, -1.977], [2.961, -1.762, -1.544], [1.931, -2.708, -1.668], [0.535, -2.294, -1.534], [-0.469, -2.805, -1.931], [0.424, -1.027, -0.938], [-0.723, -6.192, -1.708], [-0.854, -6.515, -3.169], [-3.399, -7.791, -0.306], [-2.514, -8.377, -1.713], [-3.511, -6.936, -1.840], [-2.253, -6.608, 1.286], [-0.349, -5.216, 2.019], [1.341, -4.485, 0.379], [1.564, -5.748, -2.884], [3.771, -5.239, -2.965], [5.503, -3.517, -2.877], [5.015, -1.295, -1.872], [2.740, -0.794, -1.114], [-0.647, -5.631, -3.775], [-1.853, -6.863, -3.418], [-0.158, -7.299, -3.482], [2.058, 2.260, -0.129]],
  "mulliken_charge": [-1.338, -1.070, 0.091, -1.153, -1.107, 0.714, 0.559, -0.751, -0.730, -0.984, -0.743, 0.768, 0.305, 0.240, -0.824, -0.699, -1.558, 0.348, 0.312, 0.374, 0.543, 0.288, 0.087, 0.395, 0.412, 0.290, 0.508, 0.402, 0.408, 0.355, 0.049, 0.343, 0.401, 0.081, 0.406, 0.328, 0.468, 0.420, 0.421, -0.360, 1.098, -0.395, 0.607, -0.385, -0.533, -0.080, -0.468, -1.765, 1.082, -1.019, -0.881, -0.411, -0.555, 0.143, 0.158, -0.878, -0.841, -1.274, 0.279, 1.311, 0.246, -0.750, 1.463, 1.290, -1.675, 0.393, 0.378, 0.368, 0.326, 0.516, 0.602, 0.374, 0.446, 0.390, 0.434, -0.120, 0.355, 0.464, 0.325, -0.018],
  "spin_multiplicity": 1,
  "lumo_ev": -2.06,
  "largest_force_ev_per_a": 0.7,
  "orbital_gap_ha": 0.210
}


{
  "formula": "C23H15Br2N4O4Ta",
  "method": "the ωB97M-V functional and the def2-TZVPD basis",
  "species": ["Ta", "O", "C", "N", "C", "O", "C", "C", "C", "C", "C", "N", "C", "C", "C", "C", "C", "N", "H", "H", "H", "H", "H", "H", "H", "H", "Br", "C", "C", "C", "Br", "C", "C", "C", "C", "N", "C", "C", "O", "H", "H", "H", "H", "C", "C", "O", "H", "H", "H"],
  "xyz": [[0.196, 0.442, -0.378], [0.506, 2.997, 2.931], [0.694, 2.217, 2.050], [-0.039, 2.104, 0.839], [-0.848, 3.182, 0.438], [-1.157, 4.149, 1.062], [-1.301, 2.988, -0.986], [-2.033, 3.940, -1.655], [-2.418, 3.675, -2.964], [-2.076, 2.460, -3.550], [-1.353, 1.544, -2.821], [-0.956, 1.814, -1.553], [1.782, 1.180, 2.122], [2.717, 1.179, 3.134], [3.683, 0.183, 3.133], [3.668, -0.780, 2.130], [2.697, -0.715, 1.153], [1.771, 0.258, 1.149], [-2.283, 4.860, -1.145], [-2.986, 4.407, -3.522], [-2.371, 2.221, -4.561], [-1.072, 0.581, -3.227], [2.675, 1.953, 3.888], [4.441, 0.156, 3.904], [4.405, -1.570, 2.098], [2.660, -1.438, 0.346], [-0.915, -3.337, -3.561], [-1.231, -3.293, -1.724], [-1.882, -4.373, -1.081], [-2.140, -4.353, 0.259], [-3.001, -5.815, 1.060], [-1.765, -3.228, 1.055], [-2.006, -3.062, 2.427], [-1.607, -1.899, 3.056], [-0.962, -0.908, 2.331], [-0.708, -1.031, 1.025], [-1.109, -2.175, 0.395], [-0.832, -2.218, -0.982], [-0.195, -1.103, -1.438], [-2.180, -5.225, -1.676], [-2.510, -3.842, 2.981], [-1.792, -1.742, 4.109], [-0.654, 0.009, 2.818], [2.388, 0.300, -2.861], [2.056, 0.914, -1.525], [2.645, 1.859, -1.069], [3.455, 0.419, -3.051], [1.854, 0.862, -3.635], [2.091, -0.745, -2.930]],
  "nbo_charge": [2.423, -0.433, 0.652, -0.882, 0.648, -0.431, 0.156, -0.177, -0.060, -0.219, 0.090, -0.611, 0.127, -0.173, -0.089, -0.207, 0.074, -0.551, 0.284, 0.263, 0.267, 0.242, 0.279, 0.261, 0.263, 0.227, 0.183, -0.097, -0.233, -0.067, 0.178, -0.048, -0.044, -0.258, 0.119, -0.583, 0.116, 0.258, -0.768, 0.271, 0.264, 0.265, 0.227, -0.741, 0.228, -0.469, 0.272, 0.260, 0.242],
  "spin_multiplicity": 1,
  "lumo_ev": -8.00,
  "largest_force_ev_per_a": 0.9,
  "orbital_gap_ha": 0.241,
  "total_charge": 2
}


{
  "formula": "C12H20Cl2GaN2",
  "method": "the ωB97M-V functional and the def2-TZVPD basis",
  "species": ["Ga", "Cl", "Cl", "C", "H", "H", "C", "C", "H", "C", "H", "C", "H", "H", "C", "H", "H", "C", "H", "H", "H", "H", "C", "C", "C", "C", "N", "N", "C", "H", "H", "H", "H", "H", "H", "H", "H"],
  "xyz": [[-0.336, -0.548, 0.755], [-2.364, -0.631, -0.210], [1.357, 0.089, 2.250], [0.182, -2.301, 1.038], [0.932, -2.649, 1.759], [-0.554, -3.080, 0.823], [1.278, -0.678, -1.019], [1.054, -1.915, -0.365], [1.403, 0.248, -0.449], [0.554, -3.000, -1.356], [2.106, -2.061, -0.060], [1.375, -3.032, -2.670], [0.621, -3.977, -0.867], [-0.511, -2.821, -1.622], [1.397, -1.630, -3.256], [2.404, -3.352, -2.438], [0.960, -3.775, -3.360], [2.080, -0.753, -2.226], [1.943, -1.576, -4.193], [0.382, -1.261, -3.406], [3.040, -1.269, -1.956], [2.308, 0.249, -2.555], [-2.263, 2.806, 4.056], [-1.763, 2.576, 2.691], [-1.611, 3.380, 1.556], [-1.040, 2.572, 0.542], [-0.851, 1.356, 1.076], [-1.329, 1.378, 2.343], [-0.698, 2.928, -0.856], [-1.718, 3.635, 4.508], [-3.326, 3.055, 4.034], [-2.129, 1.920, 4.682], [-1.872, 4.410, 1.455], [-1.161, 0.590, 2.982], [-1.593, 3.314, -1.371], [0.056, 3.731, -0.880], [-0.312, 2.075, -1.435]],
  "nbo_charge": [1.415, -0.622, -0.675, -0.978, 0.234, 0.212, -0.640, -0.301, 0.206, -0.393, 0.162, -0.401, 0.186, 0.206, -0.405, 0.183, 0.182, -0.404, 0.172, 0.203, 0.124, 0.197, -0.638, 0.186, -0.352, 0.220, -0.360, -0.304, -0.655, 0.228, 0.225, 0.221, 0.215, 0.441, 0.222, 0.219, 0.270],
  "spin_multiplicity": 1,
  "lumo_ev": [2.69, 2.69],
  "largest_force_ev_per_a": 6.0,
  "orbital_gap_ha": [0.161, 0.161],
  "total_charge": -1
}


{
  "formula": "CH2Cl2FPS",
  "method": "the ωB97M-V functional and the def2-TZVPD basis",
  "species": ["C", "F", "P", "S", "Cl", "Cl", "H", "H"],
  "xyz": [[0.278, -0.493, 0.282], [-0.156, 0.767, 0.589], [1.261, -3.315, 4.583], [1.733, -0.922, 1.199], [2.054, -1.547, 4.188], [-0.116, -3.337, 3.176], [-0.515, -1.318, 0.367], [0.462, -0.698, -0.778]],
  "nbo_charge": [-0.201, -0.348, 0.547, 0.115, -0.253, -0.270, 0.203, 0.207],
  "spin_multiplicity": 1,
  "lumo_ev": [-1.27, -2.02],
  "largest_force_ev_per_a": 2.2,
  "orbital_gap_ha": [0.317, 0.232]
}


> Which formula does entry 5 have?

C12H20Cl2GaN2